No. 1
ORCA calculation (ωB97M-V/def2-TZVPD) on one molecule with the formula C6H6N2O3S at a distorted geometry.

Geometry as XYZ:
```
18
Properties=species:S:1:pos:R:3:forces:R:3
C -0.07674 1.27731 0.63071 -0.23 0.03 0.65
C -0.66947 -0.79609 1.86354 -1.00 -0.82 -2.38
C -0.54874 0.56871 1.73840 0.94 2.21 -1.95
C 0.49771 0.67113 -0.46477 0.91 -0.79 -1.23
C 1.11536 0.29293 -1.43545 -0.85 1.28 1.61
C 1.67061 -0.28660 -2.59174 3.62 0.19 -0.72
N -1.36712 -1.15572 -0.61233 -0.15 1.80 -0.17
N -0.77951 1.43470 2.89011 -0.02 0.51 2.12
O -0.31953 2.55323 2.81064 -0.07 0.41 -0.11
O -1.33933 1.03998 3.91772 0.26 -0.58 -1.45
O -1.30346 -1.91508 -1.74302 0.36 -1.08 -1.15
S -1.17689 -1.94121 0.72249 0.98 -0.21 1.05
H 0.03864 2.36099 0.49043 -0.65 -0.42 1.07
H -0.74228 -1.21162 2.78782 -0.33 -1.00 2.70
H 2.80842 -0.00253 -2.83339 -2.44 -0.43 0.76
H 1.66621 -1.33122 -2.40209 0.19 -1.28 -0.36
H 1.12835 -0.05084 -3.46744 -0.70 0.25 -1.03
H -0.60224 -1.50808 -2.30163 -0.80 -0.08 0.60
```
Forces are in eV/Å.

Calculated values
* HOMO level (spin up / spin down): -8.6 / -8.2 eV
* energy relative to the best compared isomer or geometry (same formula, charge and spin): 941.6 kJ/mol
* E: -965.31471 hartree
* net charge: 0



No. 2
ORCA calculation (ωB97M-V/def2-TZVPD) on a 2-piece molecular cluster, C6H6N2O4 overall at a distorted geometry.

Geometry as XYZ:
```
18
Properties=species:S:1:pos:R:3:forces:R:3
C 2.00773 -1.58919 -0.23358 -0.69 1.20 1.01
C 2.84157 -0.55552 0.27741 -2.56 2.56 -0.54
C 0.68025 -1.39942 -0.36411 1.91 5.30 0.29
C 2.35889 0.70579 0.39106 1.30 0.22 0.45
C -4.19881 -0.08506 0.29168 0.42 -0.82 1.00
C 0.16755 0.12023 -0.29574 -0.52 -4.15 -0.39
N -1.07721 0.38828 -0.51924 -1.58 1.50 1.40
N 1.06882 1.03781 0.03524 2.87 0.28 0.91
O -4.06875 1.04893 0.39550 -0.31 2.34 -0.25
O -4.35273 -1.21249 0.39530 -0.65 -1.52 -0.48
O -2.04597 -0.40795 -0.66662 0.27 -0.87 -0.59
O -1.47544 1.77757 -0.25126 2.95 0.17 -1.25
H 2.58091 -2.45923 -0.31949 -0.21 -1.89 -0.45
H 3.78330 -0.71118 0.61115 2.81 -0.75 0.73
H 0.01294 -2.08700 -0.64063 -2.55 -2.44 -1.07
H 2.99438 1.57402 0.78483 -1.14 -1.42 -0.71
H 1.02934 2.00287 -0.10091 -1.47 1.49 -0.31
H -2.30678 1.85156 0.20942 -0.84 -1.22 0.26
```
Forces are in eV/Å.

Calculated values
* HOMO level: -7.4 eV
* energy relative to the best compared isomer or geometry (same formula, charge and spin): 281.2 kJ/mol
* E: -642.57132 hartree
* net charge: 0



No. 3
ORCA calculation (ωB97M-V/def2-TZVPD) on a 2-piece molecular cluster, C6H6N2O4S2 overall at a distorted geometry.

Geometry as XYZ:
```
20
Properties=species:S:1:pos:R:3:forces:R:3
C -2.60505 -0.89379 -0.96376 2.10 0.50 1.83
C -2.48780 -0.88256 0.41057 3.21 3.36 -3.72
C -1.69932 -0.22454 -1.74564 0.85 1.68 -0.27
C -1.50027 -0.07040 0.96417 -2.46 -1.25 3.40
C -0.70314 0.60784 -1.22634 -3.12 -1.85 2.70
C -0.69223 0.68355 0.20821 1.48 -0.10 -3.84
N 0.27527 1.78819 1.89112 2.70 2.46 1.19
N 0.41435 1.41445 0.72270 0.83 -0.21 -0.11
O 1.98602 -1.24653 1.58988 0.21 1.08 0.34
O 4.01576 0.36790 -1.58094 1.22 0.73 -0.45
O 4.03561 -2.07303 0.73868 1.02 0.38 0.06
O 1.43003 1.55264 -0.03818 -0.75 0.45 0.90
S 3.33358 -0.89615 1.18150 -1.23 -1.81 0.29
S 2.77463 -0.32373 -1.29924 -1.26 -0.41 -0.28
H -3.15391 -1.58965 -1.43568 -2.55 -2.08 -1.46
H -3.02650 -1.42511 1.01429 -3.03 -2.89 2.99
H -1.83706 -0.26553 -2.80233 0.14 -0.13 -0.66
H -1.60876 -0.11911 2.09268 1.25 0.65 -1.46
H -0.14390 1.21910 -1.83483 1.48 1.06 -1.04
H 1.19271 2.37645 2.11316 -2.09 -1.61 -0.38
```
Forces are in eV/Å.

Calculated values
* HOMO level (spin up / spin down): -9.0 / -8.9 eV
* energy relative to the best compared isomer or geometry (same formula, charge and spin): 242.0 kJ/mol
* E: -1438.87169 hartree
* net charge: 0



No. 4
ORCA calculation (ωB97M-V/def2-TZVPD) on one molecule with the formula C6H6N2OS at a distorted geometry.

Geometry as XYZ:
```
16
Properties=species:S:1:pos:R:3:forces:R:3
C -1.71446 -2.43497 0.01970 -3.00 0.79 -0.45
C -0.79286 0.28277 -0.31487 -0.52 -2.29 0.51
C -0.01950 -0.77077 -0.13806 0.93 0.67 -1.60
C -3.41414 -0.56073 0.01952 -0.96 -1.85 0.74
C -1.09775 2.51830 0.18523 2.44 -2.67 1.12
C 1.54526 -0.73535 -0.23402 -2.05 0.85 0.65
N -0.55148 -2.07590 -0.09507 3.02 0.47 0.19
N -2.87193 -1.64566 0.11575 -0.11 2.01 -0.12
O -1.13990 1.43975 -0.59871 0.42 1.03 -1.12
S -4.63162 0.47210 0.08754 1.23 0.05 -0.28
H -2.05580 -3.41890 -0.12128 0.30 -1.55 0.19
H -0.84843 2.27121 1.18295 0.16 0.24 0.98
H -1.75577 3.19669 -0.08959 -2.76 3.25 -1.18
H 2.06714 -0.92737 -1.14566 -0.35 0.13 -1.08
H 1.88678 0.17439 0.23043 0.33 0.33 0.01
H 1.77759 -1.54016 0.37748 0.93 -1.45 1.43
```
Forces are in eV/Å.

Calculated values
* HOMO level (spin up / spin down): -8.3 / -7.8 eV
* energy relative to the best compared isomer or geometry (same formula, charge and spin): 606.7 kJ/mol
* E: -814.92437 hartree
* net charge: 0